Record 1
19
Properties=species:S:1:pos:R:3:forces:R:3 method="wB97M-V/def2-TZVPD" mol_weight_g_mol=98.17 homo_lumo_gap_ev=9.4 smiles=C[NH2+][C@]12C[C@]1(C)C2 homo_ev=-12.637 e_above_lowest_kcal_mol=95.8 total_charge=+1
C 0.14607 0.25471 1.66644 1.2 -1.0 0.8
C -1.65571 0.39819 0.35973 -0.1 -1.8 3.1
C -0.57563 1.27356 0.88039 0.2 -3.5 -1.3
C -0.38289 -0.50976 0.46569 -2.6 4.1 2.7
C 0.11699 2.26625 0.01152 0.5 -0.4 0.8
C 0.61118 -2.31656 -0.65624 0.3 -0.8 1.0
N 0.37321 -0.83812 -0.64498 -1.7 -1.9 -2.3
H 1.18868 0.47030 1.68665 1.2 0.0 0.1
H -0.08188 -0.27671 2.58798 -0.8 0.9 0.3
H -2.43113 0.01284 1.09887 0.7 0.9 -1.4
H -1.89691 0.57760 -0.62129 -1.5 0.6 -2.2
H 1.22700 2.13789 -0.04431 -0.9 0.3 0.3
H -0.16440 3.19200 0.48260 0.5 0.9 0.0
H -0.30464 2.30123 -0.97090 -0.3 -0.1 -0.7
H 0.95523 -2.32297 0.34831 0.8 -1.5 0.9
H -0.24943 -3.05960 -0.71257 0.8 1.8 -0.4
H 1.42933 -2.47718 -1.33661 0.1 -0.5 -0.4
H -0.09850 -0.67279 -1.50219 -0.9 0.9 -1.2
H 1.23990 -0.41466 -0.72425 2.6 1.3 0.0

---

Record 2
19
Properties=species:S:1:pos:R:3:forces:R:3 method="wB97M-V/def2-TZVPD" mol_weight_g_mol=98.17 homo_lumo_gap_ev=8.9 smiles="C=[NH+]C(=C)CCC" homo_ev=-14.507 e_above_lowest_kcal_mol=47.2 total_charge=+1
C -2.18583 0.04845 -0.32619 0.9 -0.3 -0.5
C -1.18843 1.19072 -0.00765 -1.5 -0.2 0.6
C 0.02254 0.72082 0.86668 -0.4 1.4 -1.2
C 0.59610 -0.59901 0.42504 0.1 1.4 1.7
C 0.52657 -1.70738 1.16707 0.6 0.4 -1.2
C 2.31229 0.26327 -1.20490 -1.0 0.5 -0.6
N 1.52598 -0.58921 -0.67194 -0.3 -1.4 -0.5
H -2.75618 -0.31553 0.53047 0.5 0.1 0.4
H -1.57716 -0.77427 -0.71668 -0.6 -0.3 -0.1
H -2.97729 0.25809 -1.03748 0.3 0.5 -0.4
H -1.83204 1.92902 0.47433 0.6 0.2 0.6
H -0.80122 1.77651 -0.85167 -0.2 -0.7 -0.3
H -0.08881 0.77783 1.94891 -0.5 -0.5 -0.1
H 0.71073 1.55076 0.66333 0.6 -0.4 0.2
H 1.18525 -2.52874 0.90238 -0.4 -0.3 0.2
H -0.11728 -1.73149 2.03231 0.1 -0.1 0.0
H 3.03543 -0.10665 -1.92260 -0.2 0.1 -0.1
H 2.12585 1.33248 -1.12428 0.5 -0.1 0.8
H 1.48350 -1.49566 -1.14712 0.8 -0.2 0.5

---

Record 3
19
Properties=species:S:1:pos:R:3:forces:R:3 method="wB97M-V/def2-TZVPD" mol_weight_g_mol=98.17 homo_lumo_gap_ev=10.3 homo_ev=-14.229 e_above_lowest_kcal_mol=67.8 total_charge=+1
C -2.81278 -0.14655 1.07292 0.4 0.9 0.9
C -3.11267 -0.08468 -0.09509 0.1 -1.0 2.0
C -0.41843 1.08141 -1.10183 1.9 1.8 1.3
C 0.54628 -1.22532 -0.88192 -2.8 -1.2 1.1
C 2.12470 -0.13374 1.31555 2.5 3.0 0.6
C 0.56162 0.17598 -0.45459 -0.8 0.7 -1.7
N 1.29318 0.67655 0.45625 -0.3 -0.8 0.4
H -2.51588 0.00590 2.12771 -0.5 -0.3 -1.3
H -1.24817 0.98499 -0.41805 -0.7 0.4 -0.3
H -0.01075 2.11714 -1.12596 -0.5 -0.4 0.5
H -0.63869 0.91535 -2.10575 -0.6 -1.0 -1.5
H -0.21882 -1.26133 -1.69168 0.8 -0.4 0.6
H 1.46338 -1.61016 -1.23238 1.2 -0.3 -0.3
H 0.15311 -1.90772 -0.02713 0.7 1.1 -1.3
H 2.59030 -0.89911 0.71974 0.6 -0.1 -0.1
H -3.46223 -0.47280 -0.99387 -0.4 0.1 -1.3
H 2.86547 0.71124 1.70643 -1.0 -2.6 -0.4
H 1.23812 1.67075 0.60884 0.0 0.2 0.2
H 1.60224 -0.59790 2.12081 -0.6 0.0 0.6

---

Record 4
20
Properties=species:S:1:pos:R:3:forces:R:3 method="wB97M-V/def2-TZVPD" multiplicity=2 mol_weight_g_mol=112.18 homo_lumo_gap_ev="2.7 / 9.0" homo_ev="1.172 / -5.221" e_above_lowest_kcal_mol=3.0 total_charge=-1
C -2.05322 0.14464 -2.55838 -0.4 0.0 0.4
C -1.19710 1.23169 -3.18151 0.1 0.1 -0.4
H -1.70244 -0.86516 -2.72300 0.3 -0.3 -0.4
H -2.11047 0.20152 -1.46894 0.1 0.4 0.0
H -3.08601 0.19410 -2.90927 0.0 0.0 -0.2
H -1.72989 2.18444 -3.16292 0.2 0.1 0.2
H -0.93982 1.04923 -4.23044 -0.3 -0.2 0.0
H -0.22820 1.33999 -2.70144 0.0 0.1 0.4
C 1.60524 1.37910 2.10326 0.1 0.4 0.0
C 0.84753 -0.05845 0.08858 -0.5 -1.3 -0.5
C 0.87792 0.27412 1.40753 1.1 -0.2 0.0
C -0.10084 -1.63234 1.30276 -0.1 -0.3 -0.8
N 0.20236 -1.28874 0.02690 0.3 1.1 0.9
N 0.32217 -0.74590 2.15599 -0.1 0.4 0.4
H 1.29153 0.24236 -0.84741 0.0 0.7 0.3
H -0.20080 -1.62017 -0.83478 -0.1 -0.7 -0.4
H 1.64301 1.11350 3.15436 -0.2 0.2 0.2
H 1.14501 2.36135 1.96265 -0.2 -0.1 0.2
H -0.57512 -2.57093 1.53449 -0.1 0.1 0.0
H 2.64391 1.54014 1.80168 0.0 -0.4 -0.3

---

Record 5
20
Properties=species:S:1:pos:R:3:forces:R:3 method="wB97M-V/def2-TZVPD" mol_weight_g_mol=112.18 homo_lumo_gap_ev=9.5 smiles=Cc1c[nH]cn1.CC homo_ev=-8.591 e_above_lowest_kcal_mol=46.4 total_charge=0
C 3.23997 -0.15685 -0.24622 2.6 2.5 -1.5
C 2.18117 -0.36561 -1.33610 -1.1 0.2 3.9
H 2.84939 0.43721 0.57556 -0.2 -0.2 0.2
H 3.76882 -0.98953 0.14416 -0.1 -1.3 0.3
H 4.17560 0.48270 -0.61716 -2.0 -0.9 0.5
H 1.65842 -1.31369 -1.07550 -0.2 1.0 -0.6
H 2.45094 -0.32791 -2.31121 1.6 -0.4 -2.9
H 1.56868 0.55103 -1.24193 -0.5 -0.9 0.0
C -1.55872 0.88982 -1.69165 2.5 1.4 1.0
C -0.38886 -0.98690 1.22014 -3.4 0.2 -2.3
C -1.37385 0.36940 -0.29541 -0.3 -2.8 2.9
C -1.59202 0.89305 0.96317 0.7 0.5 0.1
N -0.78439 -0.92427 -0.07507 1.2 1.8 1.2
N -0.95598 0.08736 1.97858 0.4 -2.1 -5.2
H -0.14288 -2.03081 1.52018 0.3 1.4 0.7
H -0.68470 0.12009 2.91376 -0.3 1.1 1.6
H -2.10615 1.84461 1.09229 0.4 -0.3 0.8
H -1.48290 0.07622 -2.40932 -0.1 0.2 0.0
H -0.58678 1.52720 -1.68646 -1.3 -1.0 -1.0
H -2.33205 1.62385 -1.91253 -0.4 -0.4 0.3

---

Record 6
20
Properties=species:S:1:pos:R:3:forces:R:3 method="wB97M-V/def2-TZVPD" mol_weight_g_mol=112.18 homo_lumo_gap_ev=9.7 smiles=Cc1c[nH]cn1.CC homo_ev=-8.787 e_above_lowest_kcal_mol=20.1 total_charge=0
C 0.98629 -0.44341 -2.05659 -0.3 0.5 -1.6
C -0.95242 1.55900 0.19023 0.8 -1.3 -0.7
C -0.09298 0.12554 -1.22709 1.2 1.8 1.8
C -1.42257 0.05625 -1.36358 -2.3 0.2 -0.2
N 0.21260 1.08283 -0.18085 -1.1 -0.9 -1.5
N -1.98357 0.99682 -0.52381 1.1 0.7 1.5
H -1.03915 2.15304 1.07162 -0.5 0.6 0.1
H -2.93949 1.23167 -0.34884 -0.3 -0.3 -0.2
H -2.17437 -0.52728 -1.89138 0.9 -0.1 -0.4
H 1.37512 -1.39944 -1.72992 0.0 -0.2 -0.1
H 1.79848 0.26554 -2.22863 0.1 0.0 0.8
H 0.57737 -0.45126 -3.08883 0.2 -0.9 0.4
C 1.69451 -0.80528 1.78414 1.3 -0.5 0.7
C 0.90539 -1.80529 2.59323 -1.0 -1.1 0.6
H 2.72312 -1.03064 2.17099 -0.5 0.5 -0.6
H 1.73688 -0.90522 0.70842 -0.3 0.0 -0.1
H 1.48928 0.21470 2.07238 -0.2 0.3 -0.2
H 1.09517 -1.50675 3.63449 -0.3 -0.6 -0.1
H -0.18192 -2.05262 2.50878 0.4 1.3 -0.4
H 1.27118 -2.81759 2.41756 0.6 0.0 0.3

---

Record 7
20
Properties=species:S:1:pos:R:3:forces:R:3 method="wB97M-V/def2-TZVPD" mol_weight_g_mol=112.18 homo_lumo_gap_ev=8.5 homo_ev=-7.858 e_above_lowest_kcal_mol=170.8 total_charge=0
C -1.84275 1.31701 -1.36068 -2.4 1.1 0.8
C -1.71666 0.96603 1.15476 0.9 1.2 1.9
C 0.62801 -0.61646 0.06980 -2.4 -1.3 0.2
C -0.00924 -2.06413 0.43221 -2.1 -1.9 -1.1
C 2.04101 -0.80766 0.10566 -1.8 -2.5 1.2
C 2.91066 0.07317 -0.05335 6.1 5.4 -3.0
H -3.05738 0.77211 -1.43648 3.8 2.2 -0.3
H -1.19726 1.31689 -2.43398 -1.7 -0.7 3.4
H -1.89621 2.55987 -1.05211 -0.1 -3.4 -0.9
H -1.24804 2.05810 1.20734 -0.7 -2.0 1.2
H -1.44950 0.13694 1.95264 0.4 2.0 -1.4
H -2.78223 1.04660 1.40814 0.0 0.1 -1.2
H -1.14598 -1.99923 0.42835 1.4 0.0 -0.4
H 0.12185 -2.65959 1.51481 0.7 1.9 -3.0
H 0.25958 -2.93863 -0.63953 -0.6 2.9 3.6
H 2.43401 -1.71383 0.47288 -0.3 -1.4 0.3
H 4.08734 -0.25105 0.01499 -3.1 1.3 -0.1
H 2.55970 1.08713 -0.56170 1.3 -1.9 1.5
N -1.30727 0.54140 -0.13513 -1.8 -0.7 -4.0
N 0.05697 0.51245 -0.28857 2.5 -2.6 1.4

---

Record 8
20
Properties=species:S:1:pos:R:3:forces:R:3 method="wB97M-V/def2-TZVPD" mol_weight_g_mol=112.18 homo_lumo_gap_ev=9.1 homo_ev=-8.142 e_above_lowest_kcal_mol=126.6 total_charge=0
C -0.14358 -0.66148 -0.18112 -3.0 2.1 0.5
C 1.31125 -0.90645 -0.70551 -3.0 -1.3 -0.2
C 2.03408 0.26308 -0.01291 2.0 -1.2 -1.0
C 0.87799 1.39418 0.44387 2.2 2.6 0.0
C -0.37695 0.92358 -0.25918 2.3 -2.2 0.6
C -1.70966 -0.55107 -0.50589 -2.4 -1.3 -3.5
H 0.13314 -2.16496 1.04353 -1.6 2.8 1.1
H -1.35164 -1.04182 1.51947 4.5 -0.7 -1.0
H 1.13197 -0.67610 -1.73292 0.8 -0.3 -1.2
H 1.68356 -2.03479 -0.55284 -0.6 2.7 -0.3
H 2.70898 -0.35580 0.63276 -1.1 1.5 1.3
H 2.92660 0.44914 -0.75456 -2.0 1.2 1.0
H 1.18081 2.47384 0.07401 -0.2 -2.1 0.6
H 0.77850 1.55316 1.56678 0.1 -0.9 -1.5
H -0.40383 1.00380 -1.32121 1.0 1.1 -1.2
H -2.36012 1.71692 -0.18027 0.9 -2.6 -0.1
H -1.95652 -0.49745 -1.61608 0.3 0.0 0.9
H -2.40996 -1.42366 -0.13784 1.3 1.9 -0.1
N -0.22118 -1.10525 1.15612 -1.5 -3.3 2.9
N -1.78173 0.85192 0.09867 0.1 -0.1 1.2

---

Record 9
20
Properties=species:S:1:pos:R:3:forces:R:3 method="wB97M-V/def2-TZVPD" mol_weight_g_mol=112.18 homo_lumo_gap_ev=9.4 smiles="C/C=C/N.C=CN=C" homo_ev=-8.216 e_above_lowest_kcal_mol=52.5 total_charge=0
C 0.95509 -1.34976 1.05273 0.0 0.0 0.3
C 0.43935 -1.72789 -0.11310 0.6 1.0 -0.3
C 2.69439 -2.76582 1.41502 0.1 0.0 0.0
N 2.28438 -1.57255 1.45245 -0.1 0.1 -0.2
H 0.38936 -0.75044 1.75670 -0.2 -0.2 0.1
H 1.13656 -1.97199 -0.90854 -0.2 -0.7 0.0
H -0.55629 -1.41429 -0.38601 -0.1 -0.2 0.0
H 3.73273 -2.98201 1.64180 0.1 0.0 0.1
H 2.02942 -3.59702 1.17307 0.0 -0.1 -0.1
C -0.00695 2.87415 -0.42794 -0.3 0.3 0.1
C -1.17623 1.95172 -0.27656 0.4 -0.1 0.6
C -1.46868 0.92603 -1.05682 0.1 -0.2 -0.3
N -2.53469 0.03096 -0.86996 -0.1 0.0 0.3
H 0.62239 2.66018 -1.28898 0.0 -0.1 0.0
H -0.39553 3.89158 -0.53786 0.2 0.0 -0.1
H 0.60535 2.88632 0.47507 0.1 -0.1 0.0
H -1.73273 2.08408 0.65122 -0.3 0.1 -0.2
H -0.80033 0.63710 -1.86395 -0.1 0.3 -0.2
H -3.03579 -0.17917 -1.72089 0.0 0.0 0.0
H -3.18181 0.36883 -0.16746 0.0 -0.1 -0.1

---

Record 10
20
Properties=species:S:1:pos:R:3:forces:R:3 method="wB97M-V/def2-TZVPD" mol_weight_g_mol=112.18 homo_lumo_gap_ev=8.8 smiles=C1C[C@H]2CNC[C@@H]1N2 homo_ev=-7.865 e_above_lowest_kcal_mol=212.0 total_charge=0
C -0.85645 -1.34577 -1.08701 -2.3 -1.7 -1.4
C -1.85480 -0.07180 -0.66354 0.5 0.0 0.9
C -0.79970 0.79133 0.21221 0.7 0.1 -0.5
C 0.32326 1.67388 0.90484 0.4 0.5 2.1
C 1.79821 -0.67196 0.51094 -1.0 1.4 -1.2
C 0.33572 -1.02445 -0.20342 2.2 0.8 0.2
H -1.32795 -2.39040 -0.97745 0.2 1.7 0.1
H -0.77867 -1.12942 -2.18423 0.7 -0.8 0.8
H -2.21800 0.34726 -1.58227 -0.6 0.4 -0.1
H -2.60946 -0.39631 0.05694 -0.4 0.0 -0.8
H -0.10553 0.88478 -0.61968 -0.7 0.2 -0.6
H 0.49652 2.67573 0.51598 -0.1 0.0 -0.3
H 0.23055 1.77531 2.00987 -0.5 -0.1 -0.8
H 2.23000 1.32138 0.01802 -0.6 0.0 0.2
H 1.91091 -1.15367 1.49020 0.2 0.1 -0.6
H 2.63845 -0.70270 -0.21933 -0.3 -0.5 0.9
H 0.55241 -0.22200 -0.94818 0.6 -0.5 0.8
H -1.22999 -0.84579 1.13742 0.2 -1.0 0.2
N 1.61282 0.89614 0.71135 0.9 -1.0 -0.4
N -0.34828 -0.41153 0.91735 -0.2 0.4 0.5

---

Repeat the tenth record exactly.
20
Properties=species:S:1:pos:R:3:forces:R:3 method="wB97M-V/def2-TZVPD" mol_weight_g_mol=112.18 homo_lumo_gap_ev=8.8 smiles=C1C[C@H]2CNC[C@@H]1N2 homo_ev=-7.865 e_above_lowest_kcal_mol=212.0 total_charge=0
C -0.85645 -1.34577 -1.08701 -2.3 -1.7 -1.4
C -1.85480 -0.07180 -0.66354 0.5 0.0 0.9
C -0.79970 0.79133 0.21221 0.7 0.1 -0.5
C 0.32326 1.67388 0.90484 0.4 0.5 2.1
C 1.79821 -0.67196 0.51094 -1.0 1.4 -1.2
C 0.33572 -1.02445 -0.20342 2.2 0.8 0.2
H -1.32795 -2.39040 -0.97745 0.2 1.7 0.1
H -0.77867 -1.12942 -2.18423 0.7 -0.8 0.8
H -2.21800 0.34726 -1.58227 -0.6 0.4 -0.1
H -2.60946 -0.39631 0.05694 -0.4 0.0 -0.8
H -0.10553 0.88478 -0.61968 -0.7 0.2 -0.6
H 0.49652 2.67573 0.51598 -0.1 0.0 -0.3
H 0.23055 1.77531 2.00987 -0.5 -0.1 -0.8
H 2.23000 1.32138 0.01802 -0.6 0.0 0.2
H 1.91091 -1.15367 1.49020 0.2 0.1 -0.6
H 2.63845 -0.70270 -0.21933 -0.3 -0.5 0.9
H 0.55241 -0.22200 -0.94818 0.6 -0.5 0.8
H -1.22999 -0.84579 1.13742 0.2 -1.0 0.2
N 1.61282 0.89614 0.71135 0.9 -1.0 -0.4
N -0.34828 -0.41153 0.91735 -0.2 0.4 0.5